Molecular formula: C4H12BIOP
Method: DFT, ωB97M-V/def2-TZVPD

Maximum force in eV/Å: 0.20
Multiplicity: 1
Total charge: -1
Energy relative to the best compared isomer or geometry (same formula, charge and spin) in eV: 0.0000
Lowest unoccupied orbital energy in eV: 2.9

Last columns: bonded neighbours and bond lengths (Å).
Element x y z (Å)
1 C 0.457 1.361 2.293  C2 1.518, H9 1.095, H10 1.091, H11 1.092
2 C 0.322 0.931 0.843  C1 1.518, I3 2.192, C4 1.512, H12 1.089
3 I 1.080 2.584 -0.382  C2 2.192
4 C -1.074 0.496 0.459  C2 1.512, B5 1.632, H13 1.098, H14 1.101
5 B -1.450 0.069 -1.070  C4 1.632, P6 1.965, H15 1.224, H16 1.227
6 P -0.601 -1.602 -1.663  B5 1.965, C7 1.878, O8 1.725
7 C 1.210 -1.143 -1.858  P6 1.878, H17 1.092, H18 1.096, H19 1.092
8 O -0.493 -2.459 -0.169  P6 1.725, H20 0.960
9 H 0.294 0.483 2.927  C1 1.095
10 H 1.438 1.778 2.523  C1 1.091
11 H -0.304 2.102 2.546  C1 1.092
12 H 1.030 0.133 0.624  C2 1.089
13 H -1.783 1.242 0.844  C4 1.098
14 H -1.228 -0.412 1.062  C4 1.101
15 H -1.153 0.902 -1.916  B5 1.224
16 H -2.655 -0.148 -1.133  B5 1.227
17 H 1.643 -1.620 -2.738  C7 1.092
18 H 1.780 -1.468 -0.981  C7 1.096
19 H 1.340 -0.063 -1.947  C7 1.092
20 H 0.148 -3.167 -0.265  O8 0.960